Computed, not measured: 12 unconnected molecules or ions with the total composition C36H72O36 at a distorted geometry, with ωB97M-V/def2-TZVPD.

The geometry in XYZ format:
```
144
Properties=species:S:1:pos:R:3:forces:R:3:lowdin_charge:R:1
C -3.96326 1.72104 -8.78100 -0.2 -0.6 -0.8 -0.0599
O -3.40231 2.44825 -7.71750 1.4 1.3 1.1 -0.0117
C -2.06759 2.69705 -7.64132 0.7 0.4 0.3 -0.5559
O -1.18796 2.24955 -8.32701 -0.6 -0.3 -0.3 0.1277
O -1.80681 3.57370 -6.63080 -1.3 -0.2 0.1 -0.0271
C -0.45120 3.98859 -6.37780 0.3 -0.5 -0.8 -0.0354
H -4.97597 2.10010 -8.91822 0.0 -0.1 0.2 0.0938
H -3.99196 0.65986 -8.53365 0.0 0.0 0.0 0.0968
H -3.46375 1.83490 -9.74309 0.4 0.2 0.2 0.0963
H -0.41345 4.70654 -5.55851 -0.6 -0.2 -0.1 0.0896
H -0.04482 4.45544 -7.27502 0.0 0.0 0.0 0.0948
H 0.18513 3.13885 -6.13054 -0.1 -0.1 0.0 0.0911
C 1.04016 -8.37350 4.24567 0.2 0.3 0.4 -0.0250
O 1.65841 -9.69688 4.13231 -0.9 1.3 0.7 0.0088
C 2.99662 -9.74017 4.15279 -0.3 3.0 -1.5 -0.6271
O 3.71516 -8.75623 4.18410 -0.2 -1.0 0.6 0.1051
O 3.32229 -10.95519 3.87056 -0.3 -2.4 0.5 0.0317
C 4.64963 -11.35908 3.72265 1.8 0.6 -1.3 -0.0466
H 1.13357 -7.74483 3.36015 0.0 -0.7 -0.5 0.0925
H 1.44536 -7.71682 5.01554 0.6 -0.6 0.3 0.0869
H -0.01026 -8.48518 4.51443 0.1 -0.6 -0.4 0.0873
H 4.88115 -11.45000 2.66141 -0.4 -0.1 -0.3 0.0942
H 4.88625 -12.34755 4.11636 -0.5 0.3 0.6 0.0975
H 5.35044 -10.57708 4.01499 -0.1 -0.2 0.7 0.0956
C 1.67536 6.54388 -1.63746 -0.4 0.9 1.1 -0.0447
O 2.56635 6.56041 -2.71810 0.9 -0.4 -1.1 0.0052
C 3.58325 7.42037 -2.78566 0.1 2.8 1.3 -0.5501
O 3.83895 8.33892 -1.99457 -0.5 -2.2 -1.3 0.0858
O 4.21942 7.23628 -3.93990 -2.1 -1.8 0.6 -0.0014
C 5.21461 8.08396 -4.35897 1.6 0.4 -0.4 -0.0694
H 1.90766 7.35362 -0.94574 0.3 -0.2 0.2 0.0928
H 1.71501 5.57749 -1.13484 0.0 0.1 -0.1 0.0968
H 0.66617 6.78082 -1.97436 0.0 -0.4 -0.3 0.0916
H 5.17670 9.04856 -3.85278 0.0 0.0 -0.2 0.0999
H 5.14964 8.11714 -5.44652 -0.2 0.5 0.1 0.0977
H 6.16582 7.58491 -4.17393 0.3 0.3 0.3 0.0972
C -1.97397 4.57024 3.03776 -1.6 -2.4 1.4 -0.0925
O -1.73752 5.91719 2.90597 0.0 1.4 -1.0 -0.0005
C -2.82311 6.73046 2.89318 -3.0 -2.7 0.4 -0.5327
O -4.03609 6.37721 3.07145 4.8 1.5 -0.7 0.0631
O -2.32650 7.90925 2.63086 -0.3 1.0 -0.5 0.0200
C -3.27551 8.93815 2.39728 -0.5 1.1 0.9 -0.0352
H -2.71448 4.12575 2.37280 -0.3 0.7 -0.4 0.0937
H -2.40352 4.46341 4.03384 0.1 -0.6 0.1 0.0989
H -1.13958 3.87634 2.93586 0.7 1.0 0.1 0.0965
H -3.62955 9.01112 1.36897 0.0 -0.5 0.0 0.1010
H -2.81858 9.89650 2.64401 0.4 -0.2 -0.1 0.0923
H -4.08205 8.82706 3.12202 -0.3 -0.1 -0.4 0.0954
C -1.91175 12.46840 -1.78093 1.2 0.9 1.0 -0.0440
O -1.64110 11.21043 -2.32340 0.9 -0.2 -0.8 0.0144
C -2.57788 10.57434 -2.95365 -2.3 -2.0 -0.2 -0.5992
O -3.75481 10.87090 -3.02976 1.2 0.0 -0.2 0.1184
O -2.02602 9.40868 -3.38678 0.0 -0.1 0.2 -0.0042
C -2.82213 8.37236 -3.95302 -1.4 -0.1 -1.1 -0.0584
H -0.89930 12.86343 -1.69737 -0.1 0.4 0.3 0.0970
H -2.27626 12.30191 -0.76727 -0.5 0.4 -0.1 0.1022
H -2.46746 13.18660 -2.38385 -0.4 -0.6 0.0 0.1054
H -2.88771 8.47235 -5.03644 0.6 0.1 -0.2 0.0903
H -3.88661 8.35314 -3.71929 0.0 0.7 0.8 0.0897
H -2.49591 7.35605 -3.73217 0.8 0.5 0.4 0.0871
C 0.01384 -1.72961 12.03631 -0.5 1.9 0.6 -0.0302
O 0.08359 -2.57192 10.88734 1.3 -1.3 2.3 0.0557
C -0.52739 -2.23175 9.81905 -2.9 2.7 -3.9 -0.6317
O -1.10153 -1.17125 9.57599 0.9 -0.7 1.1 0.0817
O -0.54168 -3.19333 8.88746 1.1 -1.7 -0.2 -0.0139
C -0.75587 -2.89243 7.47129 0.1 1.3 0.8 -0.0088
H 0.93960 -1.62041 12.60124 0.4 -0.8 -0.6 0.0944
H -0.74896 -1.95758 12.78079 -0.2 -1.0 -0.4 0.0959
H -0.26021 -0.70853 11.77096 0.1 0.0 -0.6 0.0897
H -1.49585 -2.09364 7.42129 -0.2 -0.3 -0.2 0.0859
H -1.01189 -3.77663 6.88754 -0.2 -0.1 0.8 0.0898
H 0.15382 -2.48907 7.02645 0.2 0.0 0.3 0.0917
C 3.74680 1.62182 0.91779 0.3 0.0 -0.3 -0.0158
O 3.46288 1.97984 -0.50129 1.1 -1.3 0.8 -0.0216
C 3.93349 1.08729 -1.43465 1.0 -2.8 1.9 -0.5408
O 4.69405 0.10285 -1.22831 -2.3 3.5 -0.5 0.0665
O 3.30705 1.35497 -2.56891 -0.1 0.4 -0.3 -0.0028
C 3.41142 0.38289 -3.60707 0.4 -0.2 -0.8 -0.0389
H 4.80332 1.50701 1.15999 0.1 0.0 -0.7 0.0855
H 3.26158 0.69415 1.22127 -0.2 0.0 -0.5 0.0922
H 3.40456 2.41521 1.58224 -0.4 0.2 -0.7 0.0857
H 2.89802 -0.53810 -3.33084 0.4 -0.1 0.2 0.1015
H 4.44886 0.25286 -3.91512 0.1 -0.4 0.5 0.0981
H 2.94015 0.72913 -4.52692 -0.4 0.6 0.4 0.0887
C -1.70968 1.31553 -1.11376 0.9 1.1 2.8 -0.0314
O -2.22224 0.00209 -0.93105 -1.2 -0.6 -2.8 0.0103
C -1.84670 -0.79871 0.03801 1.4 1.2 2.2 -0.5683
O -1.19819 -0.38631 0.99818 -0.9 -1.3 -1.2 0.0992
O -2.29954 -2.05474 -0.17742 0.3 1.9 -1.4 0.0099
C -2.18848 -2.99614 0.82601 -0.5 -1.5 1.7 -0.0789
H -0.62518 1.35065 -1.01018 0.1 -0.4 -0.4 0.0943
H -2.03180 1.87946 -0.23837 -0.1 0.2 0.2 0.0866
H -2.01473 1.97048 -1.92990 -0.5 -1.4 -0.7 0.0957
H -1.43867 -2.78438 1.58828 0.1 0.2 -0.3 0.0994
H -2.03949 -4.00085 0.43047 0.5 0.3 -0.6 0.0914
H -3.15832 -3.12121 1.30753 -0.1 0.4 0.3 0.0936
C -7.90584 3.70093 0.77751 -0.5 -0.4 0.4 -0.0360
O -7.99457 2.98820 -0.46678 -0.6 -0.2 -0.7 -0.0104
C -7.16504 3.30677 -1.47998 -0.6 -0.3 0.8 -0.6043
O -6.26002 4.06881 -1.34865 1.0 0.7 -0.6 0.1323
O -7.51673 2.63842 -2.59173 -0.3 0.2 1.5 -0.0117
C -6.77627 2.87535 -3.78313 0.4 -0.3 0.4 -0.0391
H -8.89213 3.68853 1.24140 -0.3 0.0 -0.5 0.0861
H -7.62545 4.75088 0.69341 0.5 -0.3 -0.2 0.0982
H -7.33754 3.10214 1.48927 0.7 0.4 -0.2 0.0947
H -6.86915 3.91919 -4.08290 -0.3 -0.2 -0.4 0.0995
H -7.19320 2.08949 -4.41295 0.2 0.7 -0.6 0.0996
H -5.71092 2.69195 -3.64347 0.0 -0.1 0.2 0.0912
C 2.21180 -5.58894 -2.68879 -1.3 -0.1 -0.2 -0.0865
O 3.53262 -5.36370 -3.11574 0.9 -1.7 -2.3 -0.0304
C 3.98819 -6.24478 -4.13081 -0.6 -0.7 0.4 -0.5059
O 3.42915 -7.21928 -4.64008 0.7 2.6 1.6 0.0973
O 5.22565 -5.82882 -4.41060 0.1 -0.7 -0.4 -0.0051
C 6.02927 -6.58993 -5.36271 -0.1 0.3 -0.5 -0.0184
H 1.47455 -5.55384 -3.49086 0.3 -0.1 -0.5 0.0913
H 1.90168 -4.75686 -2.05667 0.5 -0.2 0.4 0.0942
H 2.08956 -6.56840 -2.22636 0.1 0.1 0.3 0.0923
H 6.35374 -5.86968 -6.11373 0.2 0.1 0.3 0.0908
H 5.53015 -7.37527 -5.93036 -0.6 0.1 0.5 0.0883
H 6.88741 -7.05057 -4.87330 -0.1 0.3 0.3 0.0920
C -0.24019 -10.34974 -1.04689 -2.1 -1.4 -2.2 -0.0713
O -0.89905 -10.03861 0.15922 -0.6 1.1 1.5 -0.0289
C -2.23085 -9.66077 0.19504 -1.2 -0.9 -3.0 -0.4749
O -3.01957 -9.80430 -0.78218 2.6 0.9 3.9 0.0669
O -2.46697 -9.19661 1.44431 0.5 -0.7 -0.9 -0.0218
C -3.71791 -8.63016 1.88754 0.4 0.2 -0.1 -0.0217
H 0.45386 -11.19020 -1.04444 0.5 0.5 1.3 0.0946
H 0.10409 -9.53241 -1.68059 0.2 0.4 0.8 0.0946
H -1.00017 -10.83875 -1.65631 -0.3 0.2 -0.5 0.0817
H -3.70644 -7.57432 1.61701 -0.5 -0.1 -0.5 0.0930
H -3.69217 -8.61129 2.97708 0.3 -0.4 0.0 0.0885
H -4.59739 -9.19610 1.58044 0.2 0.2 -0.4 0.0985
C 5.42783 -2.11632 5.22911 -1.0 -0.3 -1.0 -0.0229
O 4.07478 -2.28967 4.70933 -1.5 -0.7 -0.8 -0.0436
C 3.81204 -3.03215 3.56865 -2.1 1.1 -0.4 -0.5364
O 2.69548 -3.17341 3.02242 3.5 0.4 2.2 0.0804
O 4.96808 -3.46481 3.11764 1.0 -1.1 -0.7 -0.0304
C 5.04365 -4.23881 1.91141 0.4 0.0 -0.8 -0.0158
H 5.90505 -3.09623 5.24041 0.2 0.3 0.3 0.0931
H 5.28585 -1.65619 6.20698 0.1 -0.3 -0.1 0.0942
H 5.92776 -1.42723 4.54842 0.3 -0.1 0.2 0.0923
H 5.99893 -4.75283 1.80491 0.1 -0.2 1.2 0.0895
H 5.16880 -3.58273 1.05002 -1.1 0.3 0.0 0.0979
H 4.25457 -4.98557 1.82306 -0.2 0.5 0.0 0.1010
```
Positions in Å, forces in eV/Å.

Summary:
* structure (SMILES): COC(=O)OC.COC(=O)OC.COC(=O)OC.COC(=O)OC.COC(=O)OC.COC(=O)OC.COC(=O)OC.COC(=O)OC.COC(=O)OC.COC(=O)OC.COC(=O)OC.COC(=O)OC
* HOMO: -10.3687 eV
* Kohn-Sham gap: 10.5 eV
* E_tot: -4123.38868 Ha
* ΔE to the lowest compared entry with this formula, charge and spin: 6.2125 eV